Below is a 2-piece molecular cluster, C3H8N3O2 overall, with properties calculated with ωB97M-V/def2-TZVPD.

Last columns: bonded neighbours and bond lengths (Å).
Geometry (Å):
1 N -0.25747 -1.28515 -1.89419  C2 1.432, H5 0.993, H6 1.058
2 C -0.80243 -0.10846 -1.28598  N1 1.432, O3 1.280, O4 1.246
3 O -0.35380 1.00465 -1.73241  C2 1.280
4 O -1.67372 -0.34716 -0.42800  C2 1.246
5 H -0.80524 -2.11294 -1.88592  N1 0.993
6 H 0.21660 -1.07113 -2.81567  N1 1.058
7 C 0.30618 0.97174 1.44921  C8 1.355, N10 1.412, H11 1.088
8 C 1.07777 0.08258 0.77828  C7 1.355, N9 1.398, H12 1.100
9 N 1.20463 -1.26529 1.12529  C8 1.398, H13 1.007, H14 0.999
10 N -0.27997 2.08918 0.81517  C7 1.412, H15 1.014, H16 1.038
11 H -0.00127 0.77288 2.47376  C7 1.088
12 H 1.53753 0.35150 -0.18464  C8 1.100
13 H 0.60636 -1.75657 0.48182  N9 1.007
14 H 0.86875 -1.44887 2.04823  N9 0.999
15 H -1.18501 2.26994 1.23473  N10 1.014
16 H -0.45890 1.85310 -0.17968  N10 1.038

Values from the calculation:
highest occupied orbital energy	-3.0	eV
total charge	-1
multiplicity	1
strongest force on any atom	3.04	eV/Å
relative energy (zero: lowest compared OMol25 entry of this formula, charge and spin)	110.9	kJ/mol

Atomic partial charges in e from the Löwdin method, atoms 1 to 5:
1 N 0.076
2 C -0.848
3 O -0.126
4 O -0.074
5 H 0.045


Below is an isolated ion of composition C3H8N3S and charge +1, with properties calculated with ωB97M-V/def2-TZVPD.

Last columns: bonded neighbours and bond lengths (Å).
Geometry (Å):
1 C 0.32492 -0.45706 1.09601  C2 1.361, N4 1.389, H8 1.006
2 C -0.15405 0.79677 1.32441  C1 1.361, N6 1.357, H9 1.032
3 C 0.18769 -0.03243 -1.16637  N4 1.330, S7 1.817, H10 1.091
4 N 0.11035 -0.93352 -0.19133  C1 1.389, C3 1.330, N5 1.321
5 N -0.32230 -2.14831 -0.47706  N4 1.321, H11 1.014, H12 1.015
6 N -0.85152 1.47916 0.38113  C2 1.357, H13 1.007, H14 1.001
7 S 1.39548 1.27572 -1.52836  C3 1.817, H15 1.342
8 H 0.68806 -0.96062 1.88771  C1 1.006
9 H -0.14441 1.16617 2.28844  C2 1.032
10 H -0.26388 -0.46532 -2.05963  C3 1.091
11 H -0.31066 -2.30278 -1.47944  N5 1.014
12 H -0.94644 -2.53859 0.22204  N5 1.015
13 H -1.21494 2.34626 0.74070  N6 1.007
14 H -0.67400 1.55015 -0.60107  N6 1.001
15 H 2.17572 1.22441 -0.43719  S7 1.342

Values from the calculation:
highest occupied orbital energy	-13.2	eV
total charge	+1
multiplicity	1
strongest force on any atom	3.87	eV/Å
relative energy (zero: lowest compared OMol25 entry of this formula, charge and spin)	295.7	kJ/mol

Atomic partial charges in e from the Löwdin method, atoms 1 to 5:
1 C -0.046
2 C -0.111
3 C -0.403
4 N -0.234
5 N 0.164


Below is the molecule C3H8N4, with properties calculated with ωB97M-V/def2-TZVPD.

Last columns: bonded neighbours and bond lengths (Å).
Geometry (Å):
1 C -1.16915 1.10656 -1.02711  N2 1.433, H13 1.092, H14 1.096, H15 1.091
2 N 0.25325 0.99285 -0.89356  C1 1.433, C3 1.262
3 C 0.81939 0.35567 0.03698  N2 1.262, N4 1.375, N6 1.415
4 N 2.19330 0.32034 0.08376  C3 1.375, H8 1.006, H9 1.007
5 C -0.70168 -1.40315 0.89196  N6 1.378, N7 1.254, H12 1.087
6 N 0.19460 -0.37262 1.07748  C3 1.415, C5 1.378, H10 1.010
7 N -1.08536 -1.94512 -0.17126  C5 1.254, H11 1.017
8 H 2.63446 0.14377 0.97084  N4 1.006
9 H 2.65072 0.99357 -0.50843  N4 1.007
10 H 0.61042 -0.29011 1.99393  N6 1.010
11 H -0.66208 -1.57733 -1.01926  N7 1.017
12 H -1.11070 -1.78047 1.82570  C5 1.087
13 H -1.52402 0.44616 -1.82135  C1 1.092
14 H -1.72419 0.87616 -0.11063  C1 1.096
15 H -1.37895 2.13372 -1.32905  C1 1.091

Values from the calculation:
highest occupied orbital energy	-9.1	eV
structure (SMILES)	[H]/N=C\N/C(N)=N\C
total charge	0
multiplicity	1
strongest force on any atom	0.83	eV/Å
relative energy (zero: lowest compared OMol25 entry of this formula, charge and spin)	82.6	kJ/mol

Atomic partial charges in e from the Löwdin method, atoms 1 to 5:
1 C -0.151
2 N 0.020
3 C -0.498
4 N 0.124
5 C -0.331